40
Properties=species:S:1:pos:R:3:forces:R:3 method="wB97M-V/def2-TZVPD" de_lowest_kcal_mol=93.1 lumo_energy_ha="0.1227 / 0.1205" energy_ev=-50886.728 total_charge=-2 homo_ev="-0.3 / 0.2"
N 0.56054 0.85784 1.60658 2.82 1.17 1.18
C -0.71185 -5.01934 -2.33517 0.34 1.79 0.68
H -3.68405 4.81259 1.75337 0.17 -0.54 0.21
C -0.40728 3.22274 2.76352 -0.29 -0.50 -0.36
N 0.92088 2.81270 2.85571 0.68 0.28 0.36
C 1.35514 1.64195 2.31078 -0.90 -1.70 -1.36
S 5.06783 -2.64543 0.20125 -7.23 6.69 -2.28
C -2.41184 3.09335 1.43329 0.36 0.56 -0.96
H -2.84153 2.72383 0.49082 -0.19 0.20 0.76
C -2.03933 -4.56039 -2.48340 0.12 -0.69 0.20
I 2.46348 1.86667 -6.18272 0.22 0.18 -0.29
C -1.52970 -2.65513 -1.12417 -0.02 0.90 1.07
C 1.19710 1.47565 -4.66001 -0.16 0.62 0.73
H 1.57646 3.41663 3.31541 0.09 -0.03 0.11
H 1.24767 -4.31800 -1.59664 -1.11 -0.18 0.50
H -0.19241 4.73085 4.24991 -0.62 -0.34 0.05
H 2.44104 1.39044 2.43199 -1.18 0.08 0.11
C -1.85279 -1.35059 -0.59651 -1.43 1.13 0.52
C -2.14216 4.72761 3.27523 -3.02 1.30 -0.90
N -1.00538 -0.50919 -0.02650 -0.02 0.09 0.06
O 4.15148 -2.15458 1.30438 1.11 -1.80 2.76
N -1.45898 0.69100 0.40885 -1.11 -2.53 -1.57
C 0.13378 -4.16641 -1.57840 0.45 -0.34 -0.44
O 3.98484 -3.09823 -0.75981 1.07 -2.15 -0.88
H 1.04634 2.25835 -3.89196 0.09 -0.82 -0.66
H 0.95358 0.43628 -4.53383 -0.15 0.00 0.24
H -2.65900 5.53550 3.90772 1.02 -1.17 -1.18
H -2.93362 -1.07534 -0.62299 0.56 -0.01 -0.12
H -3.51153 -3.17277 -1.74493 -0.56 0.34 -0.42
H -2.73528 -5.07257 -3.14862 0.04 -0.18 0.33
N -0.27373 -3.06693 -0.94863 1.16 -0.56 -1.01
C -0.90912 4.23205 3.57799 1.88 -0.43 -0.35
C -0.65579 1.34126 1.20661 0.02 0.53 0.64
H -0.24269 -5.89828 -2.74519 -0.40 -0.12 -0.46
Cs 2.10773 -1.01207 -0.26901 0.68 -0.33 -0.13
C -2.48030 -3.43815 -1.79966 0.89 -0.50 -0.31
O 5.35825 -1.23815 -0.35306 2.67 -1.40 -0.39
C -1.16657 2.54286 1.76989 0.31 0.53 1.12
C -2.81914 4.22570 2.09588 -0.42 1.20 1.69
O 6.09797 -3.58429 0.44204 2.06 -1.27 0.74


34
Properties=species:S:1:pos:R:3:forces:R:3 method="wB97M-V/def2-TZVPD" lumo_energy_ha=0.0151 energy_ev=-37621.790 homo_ev=-8.4
H 2.72998 -2.32945 1.42287 0.03 -0.02 0.06
O -4.01510 0.99250 0.27359 0.28 -0.40 -1.13
C 0.78088 1.34389 -0.24579 0.44 -0.36 0.38
H 4.88183 0.33976 -0.81028 0.08 0.03 0.02
H -4.69297 -1.51654 -0.21970 -0.07 0.02 0.03
H 2.44825 2.36704 -1.13616 0.00 0.21 -0.10
C -0.30355 2.24638 -0.63575 -0.18 0.31 -0.08
H 4.88470 1.05715 0.80237 0.08 0.01 -0.04
C -1.99736 0.42326 -0.92422 -0.39 -0.43 -0.10
C 4.44698 -1.09233 0.80305 0.07 0.01 -0.01
C -1.26327 -0.50410 -1.66166 -0.19 0.07 -0.11
C 3.09480 -1.30677 1.52031 0.01 -0.18 0.21
O -0.11713 3.43448 -0.81492 0.06 0.01 -0.03
H -1.15821 -2.49140 -2.42040 0.06 -0.06 -0.05
S 0.53842 -0.02796 0.81020 0.63 0.32 -0.12
C 2.92966 0.59265 0.08834 -0.16 -0.51 0.29
C -3.73081 -1.24651 -0.62596 -0.05 0.12 0.00
H 3.16713 -1.07828 2.58741 0.00 -0.06 0.02
C 4.39680 0.31509 0.16540 0.14 0.08 -0.02
C 2.22709 -0.31081 0.83564 -0.27 0.31 -0.24
H 4.55584 -1.83908 0.01602 0.02 -0.01 0.01
C -1.74399 -1.78495 -1.85244 0.03 0.01 0.01
F -2.70996 1.01051 2.09638 0.22 0.06 -0.16
H -2.30732 2.43085 -0.71265 0.23 -0.02 -0.01
H 5.28751 -1.19835 1.48602 0.04 -0.07 -0.02
F -4.44051 -0.26233 2.08808 -0.17 -0.21 -0.16
C -3.24367 0.03100 -0.42552 0.20 0.09 0.15
H -4.57651 1.73066 2.03734 0.19 -0.25 -0.26
H -3.34555 -3.16178 -1.48860 -0.04 -0.09 -0.02
C 2.11107 1.55527 -0.51775 -0.59 0.03 -0.06
C -2.97241 -2.16160 -1.33582 -0.04 0.00 0.03
H -0.31585 -0.20736 -2.08432 0.05 0.02 -0.05
C -3.97243 0.91753 1.60598 -0.29 0.52 1.48
N -1.57434 1.73157 -0.72709 -0.39 0.45 0.07


40
Properties=species:S:1:pos:R:3:forces:R:3 method="wB97M-V/def2-TZVPD" de_lowest_kcal_mol=0.0 lumo_energy_ha=-0.1980 energy_ev=-61102.044 total_charge=+1 homo_ev=-12.7
O 0.80149 1.21127 3.76036 -0.04 -0.01 0.06
S 0.18774 1.42573 2.50607 0.02 -0.03 0.22
C 1.35182 -2.13360 -2.04223 0.00 0.10 0.03
O -2.39885 3.77374 -0.87748 -0.04 0.00 -0.04
C 3.17092 -3.37368 -3.10502 0.04 0.00 0.01
H 5.47895 -3.46024 -4.59820 0.00 0.02 -0.01
C -1.01563 -2.78680 -2.73868 -0.02 -0.08 0.04
C -1.16234 2.54653 2.65513 -0.06 0.12 -0.06
H -3.12922 3.54750 5.21511 0.00 -0.01 0.00
H -1.01624 -3.81426 -2.36859 0.01 0.00 -0.02
O -0.01181 3.92355 -0.21472 -0.02 0.02 0.00
O 5.40934 -2.55222 -2.72179 -0.04 0.01 0.00
C 5.94188 -3.54021 -3.61554 -0.02 -0.01 0.03
H -1.13473 2.15319 4.75012 -0.02 0.00 0.03
H -3.40184 4.50014 1.04975 -0.04 0.01 0.01
S -1.28846 3.29968 -0.13281 0.36 0.00 0.20
Pb 0.27363 0.45807 -0.07552 0.52 -0.34 -0.46
C 3.66861 -1.46901 -1.67649 0.07 0.03 0.06
C 4.10370 -2.48926 -2.52061 0.05 -0.07 -0.08
C -2.91331 3.98680 1.86435 0.05 -0.08 -0.02
C -1.64438 2.66947 3.94966 0.06 0.02 -0.13
H -2.01404 -2.37564 -2.62546 0.01 0.01 0.01
H 4.38943 -0.80889 -1.21527 0.01 -0.01 0.00
C -0.05323 -1.96385 -1.94342 0.16 0.01 0.03
H 5.80009 -4.54009 -3.20641 -0.01 -0.01 0.00
C -1.79788 3.21426 1.58628 0.00 -0.04 0.06
C -3.39674 4.09823 3.16335 -0.04 0.04 0.03
O -0.42163 0.14499 1.88869 -0.09 0.01 0.39
C -2.76245 3.45192 4.20265 -0.03 0.01 0.07
O 1.07816 1.89068 1.39185 0.09 0.12 0.25
H -4.27628 4.69823 3.35297 0.02 0.02 -0.02
H 3.49247 -4.19351 -3.72675 0.01 0.00 -0.04
O -1.12824 1.77990 -0.56328 -0.95 0.32 -0.47
C 2.33204 -1.30008 -1.41119 -0.28 -0.05 -0.06
O -0.62455 -1.09893 -1.19200 -0.26 -0.12 -0.08
O 2.06410 -0.31464 -0.52384 0.49 -0.03 -0.05
H 7.00063 -3.32098 -3.69136 0.01 0.00 0.02
C 1.84385 -3.17209 -2.87473 0.02 0.01 -0.01
H -0.74115 -2.80366 -3.79169 -0.02 0.00 0.00
H 1.13806 -3.84250 -3.34274 0.00 0.00 0.00